Entry 1
ORCA calculation (ωB97M-V/def2-TZVPD) on 2 unconnected molecules or ions with the total composition C3H11NOS.

Bonds (Å) are listed after each position.
Positions of all 17 atoms, in Å:
1 C -0.6895 0.3954 -2.0109  N2 1.525, H6 1.090, H7 1.111, H8 1.075
2 N -0.8237 0.1182 -0.5177  C1 1.525, C3 1.513, H9 1.017
3 C 0.0445 1.0046 0.3473  N2 1.513, C4 1.534, H10 1.091, H11 1.081
4 C 0.5171 0.0585 1.4581  C3 1.534, S5 1.803, H12 1.109, H13 1.089
5 S -0.7811 -0.2721 2.6644  C4 1.803, H14 1.306
6 H -0.7814 -0.5822 -2.4845  C1 1.090
7 H 0.2843 0.9025 -2.1792  C1 1.111
8 H -1.5256 0.9491 -2.3987  C1 1.075
9 H -1.7522 0.4509 -0.2697  N2 1.017
10 H 0.8705 1.3498 -0.2764  C3 1.091
11 H -0.5674 1.8276 0.6876  C3 1.081
12 H 0.8618 -0.8980 1.0147  C4 1.109
13 H 1.4203 0.4148 1.9508  C4 1.089
14 H -1.7621 0.3007 2.0195  S5 1.306
15 H 1.2139 -1.6735 -0.6148  O17 0.966
16 H 1.5445 -2.2348 0.7405  O17 0.960
17 O 1.9261 -2.1115 -0.1313  H15 0.966, H16 0.960

As for the SMILES: CNCCS.O. The HOMO energy comes out at -9.0158 eV. For the orbital gap, the calculation gives 9.809 eV.

These are the Löwdin partial charges, in e, on atoms 1 to 5: C -0.097; N -0.136; C -0.280; C -0.570; S 0.722

Entry 2
ORCA calculation (ωB97M-V/def2-TZVPD) on 2 unconnected molecules or ions with the total composition C3H11NOS.

Bonds (Å) are listed after each position.
Positions of all 17 atoms, in Å:
1 C 2.2386 -1.0954 -0.3966  N2 1.467, H6 1.107, H7 1.101, H8 1.076
2 N 1.5206 0.1465 -0.0892  C1 1.467, C3 1.432, H9 1.011
3 C 0.0922 0.2325 -0.1436  N2 1.432, C4 1.533, H10 1.097, H11 1.110
4 C -0.3350 1.3331 -1.1217  C3 1.533, S5 1.877, H12 1.094, H13 1.079
5 S 0.4157 1.0479 -2.8180  C4 1.877, H14 1.335
6 H 1.6902 -1.5972 -1.2173  C1 1.107
7 H 1.9772 -1.8212 0.3888  C1 1.101
8 H 3.1998 -0.8231 -0.7957  C1 1.076
9 H 2.0032 0.6684 0.6298  N2 1.011
10 H -0.3012 -0.7554 -0.4114  C3 1.097
11 H -0.3792 0.5170 0.8200  C3 1.110
12 H -1.3806 1.2299 -1.4276  C4 1.094
13 H -0.1133 2.3260 -0.7614  C4 1.079
14 H 1.5298 1.7609 -2.6374  S5 1.335
15 H -4.4430 -0.4049 3.5752  O17 0.952
16 H -3.9845 -1.8420 3.1913  O17 0.954
17 O -3.7304 -0.9229 3.2148  H15 0.952, H16 0.954

As for the SMILES: CNCCS.O. The HOMO energy comes out at -8.2789 eV. For the orbital gap, the calculation gives 9.170 eV.

These are the Löwdin partial charges, in e, on atoms 1 to 5: C -0.125; N -0.184; C -0.334; C -0.498; S 0.651

Entry 3
ORCA calculation (ωB97M-V/def2-TZVPD) on 2 unconnected molecules or ions with the total composition C3H11NOS.

Bonds (Å) are listed after each position.
Positions of all 17 atoms, in Å:
1 C -0.1568 -2.2048 -0.2274  C2 1.455, H6 1.082, H7 1.005, H8 1.101
2 C 0.1706 -0.7891 -0.1593  C1 1.455, C3 1.577, N5 1.494, H9 1.081
3 C 0.2516 -0.2671 1.3271  C2 1.577, S4 1.785, H10 1.167, H11 1.117
4 S 0.8059 1.4135 1.5603  C3 1.785, H12 1.347
5 N -0.8071 0.0043 -0.9641  C2 1.494, H13 0.998, H14 1.022
6 H 0.4077 -2.8664 0.4167  C1 1.082
7 H 0.0409 -2.4659 -1.1772  C1 1.005
8 H -1.2287 -2.0852 -0.0039  C1 1.101
9 H 1.2087 -0.5622 -0.3563  C2 1.081
10 H -0.7496 -0.4386 1.9013  C3 1.167
11 H 1.0245 -0.8180 1.9159  C3 1.117
12 H -0.2727 1.8131 2.2616  S4 1.347
13 H -1.5929 -0.5119 -1.2999  N5 0.998
14 H -0.3791 0.5722 -1.6984  N5 1.022
15 H 1.1591 3.2465 -1.2753  O17 0.975
16 H -0.0801 2.6034 -0.8229  O17 0.987
17 O 0.1979 3.3560 -1.3984  H15 0.975, H16 0.987

As for the SMILES: C[C@@H](N)CS.O. The HOMO energy comes out at -9.1450 eV. For the orbital gap, the calculation gives 9.973 eV.

These are the Löwdin partial charges, in e, on atoms 1 to 5: C -0.075; C -0.531; C -0.581; S 0.714; N 0.048

Entry 4
ORCA calculation (ωB97M-V/def2-TZVPD) on 2 unconnected molecules or ions with the total composition C3H11NOS.

Bonds (Å) are listed after each position.
Positions of all 17 atoms, in Å:
1 C -2.9306 -0.7437 3.9521  S2 1.809, H4 1.098, H5 1.085, H6 1.084
2 S -2.8792 -0.6049 2.1495  C1 1.809, C3 1.816
3 C -1.4514 -1.6335 1.7000  S2 1.816, H7 1.087, H8 1.091, H9 1.088
4 H -3.3876 -1.7012 4.2334  C1 1.098
5 H -3.5477 0.0827 4.2902  C1 1.085
6 H -1.9655 -0.7223 4.4457  C1 1.084
7 H -0.6871 -0.9805 1.2859  C3 1.087
8 H -1.0418 -2.1879 2.5452  C3 1.091
9 H -1.7661 -2.3734 0.9666  C3 1.088
10 N 3.4292 1.2313 -2.6747  C11 1.417, H13 1.012, H14 1.013
11 C 2.0566 1.5060 -2.8944  N10 1.417, O12 1.462, H15 1.080, H16 1.084
12 O 1.5314 1.0516 -4.1814  C11 1.462, H17 0.968
13 H 3.5996 0.2393 -2.5747  N10 1.012
14 H 4.0472 1.6320 -3.3697  N10 1.013
15 H 1.4444 0.9242 -2.2218  C11 1.080
16 H 1.8380 2.5622 -2.7911  C11 1.084
17 H 1.7106 1.7179 -4.8608  O12 0.968

As for the SMILES: CSC.NCO. The HOMO energy comes out at -8.4087 eV. For the orbital gap, the calculation gives 9.259 eV.

These are the Löwdin partial charges, in e, on atoms 1 to 5: C -0.448; S 0.719; C -0.429; H 0.031; H 0.020

From most stable to least stable, the computed energies give entry 4, entry 3, entry 2, entry 1.

Entry 1
ORCA calculation (ωB97M-V/def2-TZVPD) on 2 unconnected molecules or ions with the total composition C3H11NOS.

Bonds (Å) are listed after each position.
Positions of all 17 atoms, in Å:
1 C -1.8984 0.3675 0.5289  N2 1.449, H6 1.091, H7 1.109, H8 1.097
2 N -0.6647 -0.1779 -0.0001  C1 1.449, C3 1.509, H9 1.009
3 C 0.5141 0.7046 0.3311  N2 1.509, C4 1.525, H10 1.089, H11 1.099
4 C 1.7491 -0.1898 0.3730  C3 1.525, S5 1.823, H12 1.092, H13 1.092
5 S 2.0000 -1.4195 1.6952  C4 1.823, H14 1.336
6 H -2.1737 1.4013 0.3151  C1 1.091
7 H -1.9653 0.3534 1.6356  C1 1.109
8 H -2.7320 -0.2892 0.2495  C1 1.097
9 H -0.4932 -0.9863 0.5789  N2 1.009
10 H 0.5329 1.4439 -0.4682  C3 1.089
11 H 0.2970 1.0933 1.3360  C3 1.099
12 H 1.7534 -0.7377 -0.5719  C4 1.092
13 H 2.6363 0.4475 0.3767  C4 1.092
14 H 0.7600 -1.4483 2.1914  S5 1.336
15 H -0.0646 -0.7179 -2.2536  O17 0.949
16 H -0.4784 0.2249 -3.4356  O17 0.944
17 O 0.2275 -0.0698 -2.8820  H15 0.949, H16 0.944

As for the SMILES: CNCCS.O. The HOMO energy comes out at -9.2049 eV. For the orbital gap, the calculation gives 10.002 eV.

These are the Löwdin partial charges, in e, on atoms 1 to 5: C -0.157; N -0.146; C -0.268; C -0.562; S 0.702

Entry 2
ORCA calculation (ωB97M-V/def2-TZVPD) on 2 unconnected molecules or ions with the total composition C3H11NOS.

Bonds (Å) are listed after each position.
Positions of all 17 atoms, in Å:
1 C -0.6905 -0.1263 -2.4615  S2 1.791, H4 1.080, H5 1.087, H6 1.104
2 S -1.7749 0.3205 -1.1075  C1 1.791, C3 1.792
3 C -1.7232 -1.1611 -0.1004  S2 1.792, H7 1.087, H8 1.076, H9 1.087
4 H 0.1555 -0.6897 -2.0951  C1 1.080
5 H -0.3789 0.7691 -2.9930  C1 1.087
6 H -1.1841 -0.7902 -3.1921  C1 1.104
7 H -1.5484 -0.9729 0.9557  C3 1.087
8 H -2.6260 -1.7347 -0.2206  C3 1.076
9 H -0.8949 -1.7926 -0.4106  C3 1.087
10 N 1.7360 0.1729 0.7400  C11 1.449, H13 1.012, H14 1.007
11 C 0.7457 0.7093 1.6509  N10 1.449, O12 1.426, H15 1.089, H16 1.097
12 O 1.1583 1.8433 2.4108  C11 1.426, H17 0.962
13 H 2.1414 0.8408 0.0959  N10 1.012
14 H 2.4593 -0.3624 1.1919  N10 1.007
15 H -0.1611 0.8890 1.0743  C11 1.089
16 H 0.5894 -0.0806 2.3960  C11 1.097
17 H 1.9963 2.1655 2.0651  O12 0.962

As for the SMILES: CSC.NCO. The HOMO energy comes out at -8.4199 eV. For the orbital gap, the calculation gives 9.308 eV.

These are the Löwdin partial charges, in e, on atoms 1 to 5: C -0.443; S 0.739; C -0.430; H 0.020; H 0.028

From most stable to least stable, the computed energies give entry 2, entry 1.

Entry 1
ORCA calculation (ωB97M-V/def2-TZVPD) on 3 unconnected molecules or ions with the total composition C3H11NOS.

Bonds (Å) are listed after each position.
Positions of all 17 atoms, in Å:
1 C -2.7813 1.3532 0.6294  S2 1.845, H3 1.115, H4 1.063, H5 1.116
2 S -1.8675 0.1076 -0.3796  C1 1.845
3 H -2.1997 2.2918 0.7872  C1 1.115
4 H -3.6803 1.6084 0.1220  C1 1.063
5 H -3.0314 0.9233 1.6285  C1 1.116
6 C 1.2071 -0.9045 0.5989  O7 1.392, C8 1.515, H10 1.154, H11 1.103
7 O 2.0002 -1.9915 0.9542  C6 1.392, H12 0.964
8 C 1.3592 -0.7346 -0.8984  C6 1.515, N9 1.486, H13 1.119, H14 1.095
9 N 1.1353 0.6656 -1.3442  C8 1.486, H15 1.014, H17 1.059
10 H 1.7076 0.0627 0.9820  C6 1.154
11 H 0.1457 -1.0570 0.8595  C6 1.103
12 H 1.4838 -2.5689 1.5277  O7 0.964
13 H 2.4533 -0.8704 -1.0927  C8 1.119
14 H 0.8107 -1.5123 -1.4396  C8 1.095
15 H 1.4027 0.9233 -2.2879  N9 1.014
16 H -0.2363 0.8809 0.6116  no bonds
17 H 0.0911 0.8224 -1.2588  N9 1.059

The HOMO energy comes out at -9.0564 eV. For the orbital gap, the calculation gives 7.867 eV.

These are the Löwdin partial charges, in e, on atoms 1 to 5: C -0.538; S 0.602; H 0.030; H -0.008; H 0.030

Entry 2
ORCA calculation (ωB97M-V/def2-TZVPD) on 2 unconnected molecules or ions with the total composition C3H11NOS.

Bonds (Å) are listed after each position.
Positions of all 17 atoms, in Å:
1 C -0.7011 0.3828 -2.0300  N2 1.578, H6 1.092, H7 1.175, H8 1.036
2 N -0.8088 0.1242 -0.4770  C1 1.578, C3 1.502, H9 1.034
3 C 0.0512 1.0266 0.3605  N2 1.502, C4 1.542, H10 1.094, H11 1.058
4 C 0.5187 0.0404 1.4505  C3 1.542, S5 1.788, H12 1.146, H13 1.075
5 S -0.7935 -0.2939 2.6185  C4 1.788, H14 1.276
6 H -0.8050 -0.6104 -2.4729  C1 1.092
7 H 0.3226 0.9229 -2.2292  C1 1.175
8 H -1.5198 0.8956 -2.4035  C1 1.036
9 H -1.7456 0.4660 -0.2048  N2 1.034
10 H 0.8719 1.3827 -0.2700  C3 1.094
11 H -0.5557 1.8266 0.6939  C3 1.058
12 H 0.8762 -0.9449 0.9878  C4 1.146
13 H 1.4142 0.3676 1.9479  C4 1.075
14 H -1.7316 0.2926 1.9827  S5 1.276
15 H 1.1908 -1.6115 -0.6041  O17 0.992
16 H 1.5096 -2.1873 0.7501  O17 0.944
17 O 1.9058 -2.0801 -0.1003  H15 0.992, H16 0.944

As for the SMILES: CNCCS.O. The HOMO energy comes out at -8.9350 eV. For the orbital gap, the calculation gives 9.719 eV.

These are the Löwdin partial charges, in e, on atoms 1 to 5: C -0.072; N -0.141; C -0.286; C -0.573; S 0.742

From most stable to least stable, the computed energies give entry 2, entry 1.

Entry 1
ORCA calculation (ωB97M-V/def2-TZVPD) on 2 unconnected molecules or ions with the total composition C5H12.

Bonds (Å) are listed after each position.
Positions of all 17 atoms, in Å:
1 C -0.2484 2.4550 -1.3730  C2 1.520, H3 1.087, H4 1.087, H5 1.094
2 C 0.4308 1.1165 -1.6146  C1 1.520, H6 1.089, H7 1.080, H8 1.089
3 H 0.4447 3.2696 -1.5662  C1 1.087
4 H -0.7642 2.4469 -0.4158  C1 1.087
5 H -1.1189 2.6184 -2.0157  C1 1.094
6 H 1.2284 0.9195 -0.8991  C2 1.089
7 H -0.2779 0.3215 -1.4352  C2 1.080
8 H 0.8286 1.0324 -2.6245  C2 1.089
9 C 1.0806 -1.2447 1.5044  C10 1.495, H12 1.082, H13 1.108, H14 1.071
10 C -0.3388 -0.9064 1.1798  C9 1.495, C11 1.320, H15 1.076
11 C -1.1303 -1.8450 0.6951  C10 1.320, H16 1.087, H17 1.087
12 H 1.6200 -1.9600 0.8972  C9 1.082
13 H 1.6250 -0.3245 1.2131  C9 1.108
14 H 1.3187 -1.2507 2.5485  C9 1.071
15 H -0.7184 0.0751 1.4053  C10 1.076
16 H -2.0380 -1.6874 0.1180  C11 1.087
17 H -0.9310 -2.9072 0.8106  C11 1.087

As for the SMILES: C=CC.CC. The HOMO energy comes out at -9.3466 eV. For the orbital gap, the calculation gives 10.488 eV.

These are the Löwdin partial charges, in e, on atoms 1 to 5: C -0.168; C -0.171; H 0.062; H 0.055; H 0.061

Entry 2
ORCA calculation (ωB97M-V/def2-TZVPD) on 2 unconnected molecules or ions with the total composition C5H12.

Bonds (Å) are listed after each position.
Positions of all 17 atoms, in Å:
1 C -1.7199 0.6780 -2.5458  C2 1.347, H3 1.098, H4 1.103
2 C -1.3431 1.8786 -2.0660  C1 1.347, H5 1.100, H6 1.081
3 H -1.8882 0.3349 -3.5749  C1 1.098
4 H -2.4611 0.2505 -1.8501  C1 1.103
5 H -1.1692 2.7277 -2.7438  C2 1.100
6 H -1.0374 1.9522 -1.0319  C2 1.081
7 C 1.5129 0.1606 0.5204  C8 1.538, H10 1.085, H11 1.087, H12 1.077
8 C 1.3236 -1.1338 1.3290  C7 1.538, C9 1.567, H13 1.092, H14 1.112
9 C -0.1253 -1.2744 1.9083  C8 1.567, H15 1.112, H16 1.072, H17 1.086
10 H 2.5145 0.1070 0.1055  C7 1.085
11 H 1.4096 1.0055 1.1968  C7 1.087
12 H 0.7266 0.2275 -0.2122  C7 1.077
13 H 2.1183 -1.2077 2.0738  C8 1.092
14 H 1.4236 -2.0357 0.6860  C8 1.112
15 H -0.4406 -0.2107 1.9847  C9 1.112
16 H -0.7461 -1.8735 1.2718  C9 1.072
17 H -0.0982 -1.5866 2.9486  C9 1.086

As for the SMILES: C=C.CCC. The HOMO energy comes out at -9.5882 eV. For the orbital gap, the calculation gives 10.758 eV.

These are the Löwdin partial charges, in e, on atoms 1 to 5: C -0.094; C -0.083; H 0.044; H 0.050; H 0.050

From most stable to least stable, the computed energies give entry 1, entry 2.